--- A ---
Here is a single C6H11N molecule from the Open Molecules 2025 dataset. Energies are from ωB97M-V/def2-TZVPD.

Element x y z (Å)
C  -0.520  -2.639  2.270
C  -0.746  -1.401  1.849
C  0.120  -0.760  0.859
C  0.250  0.532  0.600
C  1.015  1.104  -0.591
N  0.361  0.842  -1.858
C  -0.382  1.905  -2.494
H  -1.200  -3.361  2.706
H  0.362  -3.096  1.814
H  -1.758  -1.039  2.017
H  0.694  -1.445  0.236
H  -0.166  1.289  1.257
H  2.023  0.672  -0.633
H  1.055  2.179  -0.423
H  0.030  -0.083  -2.059
H  0.231  2.385  -3.260
H  -1.212  1.491  -3.074
H  -0.773  2.706  -1.869

Output
- HOMO level (Ha) = -0.30102
- SMILES string = C=C/C=C/CNC



--- B ---
Here is a single C6H11N molecule from the Open Molecules 2025 dataset. Energies are from ωB97M-V/def2-TZVPD.

Element x y z (Å)
C  2.042  0.071  -0.321
C  0.897  -0.578  0.463
C  -0.565  0.027  0.152
C  -1.663  -1.048  -0.012
C  -0.737  1.106  -0.943
C  -0.483  0.584  1.511
N  -0.173  0.894  2.581
H  1.990  -0.011  -1.418
H  2.974  -0.404  -0.003
H  2.119  1.136  -0.074
H  0.967  -0.289  1.607
H  0.841  -1.662  0.310
H  -1.575  -1.820  0.756
H  -2.669  -0.613  0.058
H  -1.583  -1.534  -0.995
H  -1.742  1.551  -0.890
H  -0.013  1.915  -0.834
H  -0.628  0.675  -1.947

Output
- HOMO level (Ha) = -0.36977
- SMILES string = CCC(C)(C)C#N



What are the relative energies? In hartree: A 0.0240; B 0.0000.



--- A ---
Here is a single C6H11N molecule from the Open Molecules 2025 dataset. Energies are from ωB97M-V/def2-TZVPD.

Element x y z (Å)
C  0.327  -1.586  2.098
C  0.591  -0.375  1.609
C  -0.020  0.104  0.315
C  -1.076  -0.462  -0.257
C  -1.902  0.165  -1.362
N  0.737  1.122  -0.288
C  1.332  0.838  -1.583
H  1.033  -1.888  2.872
H  -0.548  -2.201  1.975
H  1.031  0.479  2.112
H  -1.655  -1.244  0.220
H  -1.333  0.717  -2.100
H  -2.458  0.923  -0.809
H  -2.653  -0.422  -1.883
H  1.396  1.526  0.360
H  1.731  1.730  -2.065
H  0.558  0.411  -2.208
H  2.128  0.085  -1.565

Output
- HOMO level (Ha) = -0.28420
- SMILES string = C=C/C(=C/C)NC



--- B ---
Here is a single C6H11N molecule from the Open Molecules 2025 dataset. Energies are from ωB97M-V/def2-TZVPD.

Element x y z (Å)
H  2.495  0.858  1.190
N  1.742  0.198  1.398
C  1.039  -0.041  0.335
C  1.189  0.700  -0.942
C  -0.466  1.288  -1.228
C  -0.230  -0.819  0.455
C  -0.399  -1.881  -0.363
C  -1.151  -0.479  1.587
H  1.317  0.038  -1.797
H  1.915  1.512  -0.880
H  -0.405  1.641  -2.258
H  -0.579  2.127  -0.541
H  -1.373  0.687  -1.208
H  0.327  -2.131  -1.128
H  -1.278  -2.512  -0.287
H  -0.707  -0.801  2.532
H  -1.320  0.599  1.651
H  -2.115  -0.985  1.482

Output
- HOMO level (Ha) = -0.34418
- SMILES string = [H]/N=C(\CC)C(=C)C



What are the relative energies? In hartree: A 0.0188; B 0.0000.



--- A ---
Here is a single C2H2O2 molecule from the Open Molecules 2025 dataset. Energies are from ωB97M-V/def2-TZVPD.

Element x y z (Å)
O  1.529  -0.595  -0.769
C  0.844  -0.072  0.049
C  -0.910  0.359  -0.143
O  -0.564  -0.659  0.536
H  1.067  0.663  0.795
H  -1.967  0.303  -0.468

Output
- HOMO level (Ha) = -0.34817



--- B ---
Here is 2 unconnected molecules or ions with the total composition C2H2O2 from the Open Molecules 2025 dataset. Energies are from ωB97M-V/def2-TZVPD.

Element x y z (Å)
C  1.354  -0.164  -0.845
C  -1.567  0.575  0.653
O  0.975  0.667  -0.117
O  1.795  -1.009  -1.465
H  -1.161  0.323  1.660
H  -1.397  -0.392  0.114

Output
- HOMO level (alpha / beta) (Ha) = -0.35714 / -0.35686



--- C ---
Here is a single C2H2O2 molecule from the Open Molecules 2025 dataset. Energies are from ωB97M-V/def2-TZVPD.

Element x y z (Å)
O  -1.052  0.999  0.013
C  0.114  0.772  -0.015
C  0.107  -0.777  0.009
O  -1.061  -0.993  -0.010
H  0.947  1.475  -0.048
H  0.945  -1.477  0.050

Output
- HOMO level (Ha) = -0.36378
- SMILES string = O=CC=O



--- D ---
Here is 2 unconnected molecules or ions with the total composition C2H2O2 from the Open Molecules 2025 dataset. Energies are from ωB97M-V/def2-TZVPD.

Element x y z (Å)
C  -2.921  -0.019  0.523
C  -0.109  1.241  0.255
O  -3.185  0.671  -0.332
O  0.344  0.283  -0.238
H  0.256  2.222  0.036
H  -1.058  1.147  0.783

Output
- HOMO level (Ha) = -0.37614



What are the relative energies? In hartree: A 0.0931; B 0.0905; C 0.0616; D 0.0000.